Formula: C5H14N2
Source: the OMol25 dataset
Level of theory: wB97M-V/def2-TZVPD

## Properties
**SMILES**: CC[C@@H](N)CNC
**Relative energy (zero: lowest compared OMol25 entry of this formula, charge and spin)**: 0.9745 eV
**Frontier orbital gap**: 9.49 eV
**E_HOMO**: -8.30 eV
**Total charge**: 0

Last column: Mulliken charge in e.
Cartesian coordinates (Å):
N 1.152 1.930 0.013  -0.6271
C 1.897 -0.606 1.927  -1.2561
C 1.116 -0.600 0.636  -0.5391
C 0.382 0.715 0.314  0.0928
C -0.557 0.439 -0.913  -0.9017
N -1.782 -0.176 -0.535  -0.2101
C -2.521 -0.904 -1.556  -0.8986
H 1.907 1.704 -0.635  0.2257
H 1.489 2.380 0.851  0.2523
H 1.252 -0.566 2.810  0.3193
H 2.408 -1.568 2.033  0.3526
H 2.660 0.170 2.044  0.3101
H 1.732 -0.862 -0.221  0.2895
H 0.283 -1.308 0.609  0.3198
H -0.247 0.959 1.169  0.4220
H -0.661 1.380 -1.460  0.3651
H 0.022 -0.257 -1.510  0.3458
H -2.452 0.304 0.038  0.2113
H -3.174 -0.210 -2.078  0.3460
H -1.826 -1.162 -2.332  0.3087
H -3.083 -1.762 -1.204  0.2718